# C35H35Br2N3O7Sn

A molecular structure, C35H35Br2N3O7Sn (ωB97M-V/def2-TZVPD, OMol25).

E_HOMO = -7.39 eV
spin multiplicity = 1
maximum force = 0.01604 hartree/bohr
relative energy (zero: lowest compared OMol25 entry of this formula, charge and spin) = 54.41 kJ/mol
net charge = 0

Last column: Mulliken charge in e.
Cartesian coordinates (Å):
H (0.980, 1.411, -8.265)  0.37
H (-2.428, 2.643, 5.613)  0.35
C (1.204, 1.606, -4.930)  0.21
C (2.464, -0.565, 2.118)  -1.45
H (-1.147, -4.420, -1.848)  0.41
O (-0.656, -2.356, -3.908)  -0.40
H (-2.356, 0.357, -7.736)  0.33
H (2.215, -1.630, 4.500)  0.46
C (-0.636, 3.743, 5.049)  2.07
C (-3.577, -0.414, -1.917)  0.59
C (-3.595, 1.082, -2.067)  -0.03
H (-5.508, -0.561, -0.992)  0.51
H (3.161, 0.229, 2.400)  0.39
N (1.601, -1.268, -1.664)  0.28
H (-2.354, 4.845, 4.286)  0.42
H (0.709, -2.601, 2.811)  0.41
H (-1.386, -1.111, -7.782)  0.30
C (4.631, -3.178, -0.794)  -0.69
H (5.528, -2.714, -1.185)  0.50
O (-4.454, 1.661, -1.220)  -0.47
C (-0.650, 0.417, -5.503)  -0.46
H (2.454, 2.374, -6.498)  0.42
H (0.573, 4.734, 6.569)  0.45
O (3.726, -0.611, -2.343)  -0.66
C (-0.678, 3.384, 2.517)  -0.27
C (1.652, -0.695, 4.438)  -2.40
H (0.459, 1.291, 4.853)  0.30
H (-1.510, -0.137, -5.142)  0.41
H (-1.030, 0.215, -8.894)  0.36
C (-4.572, -2.480, -1.300)  -0.65
H (3.590, -5.803, 1.101)  0.42
H (1.253, 3.199, 6.003)  0.32
O (-2.940, 1.670, -2.883)  -0.45
O (-0.100, -2.541, -0.816)  -0.56
C (-0.404, 0.567, -6.862)  0.46
H (5.642, -4.787, 0.205)  0.41
H (-0.953, 2.020, 6.364)  0.30
Sn (0.053, 0.400, -1.777)  1.20
C (1.564, 1.814, -6.246)  -0.59
C (-1.469, 2.930, 6.053)  -1.65
C (-4.645, -1.100, -1.359)  -0.56
Br (-0.843, 3.327, -0.287)  -0.29
C (-2.435, -2.346, -2.348)  0.71
C (0.120, 1.283, 1.469)  0.20
C (0.492, 0.851, 2.780)  -0.50
C (-1.385, 5.042, 4.751)  -2.18
H (-0.810, 5.700, 4.095)  0.37
C (2.270, -4.361, 0.216)  -0.28
H (-5.386, -3.055, -0.876)  0.44
C (0.717, 4.099, 5.690)  -1.57
C (2.233, -3.218, -0.551)  0.63
H (-1.561, 5.579, 5.686)  0.45
N (-2.485, -1.017, -2.380)  0.29
O (0.290, 0.508, 0.411)  -0.24
H (1.363, -4.808, 0.605)  0.49
C (-0.424, 2.578, 1.416)  -0.37
Br (2.240, 2.339, -3.515)  -0.16
H (-3.397, -4.197, -1.818)  0.52
C (0.196, 1.656, 3.869)  -0.20
N (0.143, 0.924, -4.560)  0.16
C (0.229, -1.632, 2.637)  -1.31
C (-3.455, -3.118, -1.810)  -0.88
H (1.348, 4.635, 4.976)  0.35
O (-0.959, -4.241, -2.779)  -0.60
C (-1.344, -0.025, -7.879)  -1.34
H (0.808, -0.774, 5.129)  0.37
H (-0.663, -1.572, 3.266)  0.30
H (2.963, -1.526, 2.266)  0.47
H (-0.080, -1.578, 1.594)  0.06
C (0.735, 1.276, -7.218)  -0.40
H (-1.094, 4.369, 2.350)  0.48
H (2.228, -0.451, 1.062)  0.00
C (1.102, -2.335, -0.977)  0.41
C (4.683, -4.335, -0.016)  -0.42
H (-1.666, 3.527, 6.948)  0.47
C (2.990, -1.376, -1.768)  -0.09
C (-1.250, -2.957, -3.063)  0.10
C (3.521, -4.914, 0.485)  -0.74
C (-0.393, 2.919, 3.785)  -0.29
H (2.308, 0.115, 4.771)  0.44
C (3.390, -2.635, -1.039)  0.13
C (1.198, -0.493, 2.988)  2.31
H (-4.350, 2.620, -1.311)  0.36



# C22H44N2O14P2

6 unconnected molecules or ions with the total composition C22H44N2O14P2 at a distorted geometry (ωB97M-V/def2-TZVPD, OMol25).

E_HOMO = -10.37 eV
spin multiplicity = 1
maximum force = 0.16812 hartree/bohr
SMILES = CCOP(=O)(OCC)OCC.CCOP(=O)(OCC)OCC.O=C1OCCO1.O=C1OCCO1.CC#N.CC#N
net charge = 0

Last column: Mulliken charge in e.
Cartesian coordinates (Å):
H (10.110, 3.601, 1.557)  0.25
O (12.384, -2.016, -5.970)  -0.74
H (17.814, 3.881, -3.095)  0.24
H (16.707, 7.487, -0.774)  0.32
H (13.115, -4.778, -5.065)  0.29
C (9.420, 2.766, 1.472)  -0.27
O (15.562, 9.707, 0.252)  -0.80
O (8.756, 2.343, -0.737)  -0.29
O (14.103, 3.653, -0.424)  -0.34
H (14.624, 13.092, -3.299)  0.38
C (18.872, 11.828, 0.156)  -0.15
C (16.021, 4.457, -3.968)  0.37
H (17.575, 3.184, -4.651)  0.42
C (14.757, 4.908, -0.355)  -0.51
H (19.800, 13.753, 0.515)  0.39
H (15.041, 3.798, 5.653)  0.27
H (9.911, 0.962, -2.622)  0.39
O (17.877, 9.188, -0.673)  -0.28
H (18.215, 13.845, -0.286)  0.22
H (10.885, -0.251, -1.716)  0.28
O (12.297, -1.243, -3.550)  -0.26
C (14.923, -5.104, -3.987)  -1.19
H (9.420, 2.193, 2.394)  0.27
C (18.539, 7.257, -1.918)  -1.38
C (10.368, -0.023, -2.652)  -1.10
H (16.269, 13.609, -2.887)  0.28
H (15.914, -4.665, -3.922)  0.28
C (14.053, -4.281, -4.864)  -0.15
H (14.585, 5.473, 5.960)  0.27
C (16.517, -0.230, -4.317)  -1.24
H (19.673, 11.297, 0.676)  0.35
O (17.575, 11.221, 0.605)  -0.30
H (14.560, 11.359, -1.864)  0.30
C (7.802, 3.045, -0.098)  0.52
H (19.020, 11.640, -0.919)  0.30
H (10.931, -0.083, -4.754)  0.36
H (16.796, -1.240, -4.627)  0.36
C (18.808, 13.322, 0.458)  -1.11
H (14.418, 5.505, -1.204)  0.35
O (13.782, -3.038, -4.107)  -0.19
H (9.590, -0.774, -2.787)  0.32
H (15.386, 12.605, -0.959)  0.30
C (17.385, 8.096, -1.393)  -0.07
H (18.304, 13.447, 1.426)  0.27
H (16.609, 2.564, -3.264)  -0.13
C (15.178, 4.819, 5.309)  -0.86
H (15.948, 12.156, -3.870)  0.31
H (14.609, -3.993, -5.756)  0.31
O (8.101, 3.275, 1.210)  -0.35
H (16.667, 5.166, -1.282)  -0.66
H (16.745, 8.394, -2.234)  0.29
C (14.979, 2.710, -0.752)  0.50
N (14.328, 5.059, 2.894)  -0.36
H (14.872, -0.764, -2.999)  0.39
O (16.239, 3.192, -0.816)  -0.45
H (14.517, 5.461, 0.540)  0.48
O (14.302, -0.766, -5.019)  -0.33
C (15.630, 12.743, -3.005)  -1.23
H (18.090, 6.476, -2.527)  0.34
P (13.114, -1.781, -4.781)  0.71
P (16.793, 10.251, -0.312)  0.81
H (14.477, -5.182, -2.999)  0.30
H (19.208, 6.876, -1.144)  0.30
H (12.003, 0.849, -3.763)  0.24
H (9.416, 0.810, 0.464)  0.24
O (6.874, 3.410, -0.597)  -0.41
H (16.701, 0.443, -5.147)  0.27
H (16.833, 4.771, 0.431)  0.35
C (17.046, 3.432, -3.732)  -0.35
C (11.409, -0.085, -3.764)  -0.26
C (14.714, 4.951, 3.972)  0.37
N (15.211, 5.243, -4.117)  -0.51
H (16.213, 5.112, 5.439)  0.27
O (16.635, 11.018, -1.691)  -0.17
C (9.683, 1.848, 0.253)  -0.23
H (17.125, 0.036, -3.448)  0.36
C (16.259, 4.572, -0.468)  0.74
C (15.486, 11.941, -1.832)  -0.13
H (19.200, 7.897, -2.517)  0.41
H (14.747, 0.806, -3.677)  0.08
H (15.008, -6.100, -4.421)  0.38
C (15.056, -0.223, -3.932)  0.19
H (10.661, 1.909, -0.196)  0.25
O (14.718, 1.638, -0.926)  -0.42



# C26H41N4O15P2S

5 unconnected molecules or ions with the total composition C26H41N4O15P2S at a distorted geometry (ωB97M-V/def2-TZVPD, OMol25).

E_HOMO = -11.28 eV
spin multiplicity = 1
maximum force = 0.09677 hartree/bohr
net charge = +1

Last column: Mulliken charge in e.
Cartesian coordinates (Å):
H (-5.239, 4.285, -2.955)  0.30
C (2.462, -7.153, -2.557)  -0.35
C (3.024, -4.672, -2.366)  0.43
O (6.910, -7.247, -5.095)  -0.54
S (3.204, 0.073, -0.782)  -0.18
O (1.677, 2.563, -2.162)  -0.49
O (-4.202, 3.220, 6.086)  -0.55
H (-8.496, 3.952, 1.022)  0.29
C (2.356, -2.512, -0.928)  -0.81
H (-9.378, 4.405, -0.474)  0.29
H (6.564, -4.341, -7.392)  0.23
H (8.503, -9.370, -5.324)  0.28
N (0.015, 0.383, -1.268)  0.12
H (1.515, 5.667, 6.408)  0.35
H (0.334, 6.035, 7.673)  0.25
H (-2.930, 1.760, -0.305)  0.12
N (-1.306, 0.157, -1.490)  0.25
N (1.944, -1.062, -0.991)  -0.03
C (4.858, -6.444, -2.034)  -0.37
H (-1.768, 7.150, 1.895)  0.24
H (4.069, 0.039, -1.870)  0.23
O (-2.478, 2.420, -2.552)  -0.54
H (-3.755, -1.415, -1.317)  0.38
H (-2.137, 4.898, 6.037)  0.13
H (-3.238, -1.934, -2.970)  0.35
H (-3.634, 5.798, 6.445)  0.33
C (-4.784, 4.653, -2.034)  -0.45
H (1.105, 1.188, 1.130)  0.26
H (3.299, -2.565, -0.293)  0.48
C (-2.938, -1.961, -1.871)  -0.31
H (-2.154, 6.045, 7.380)  0.26
C (-1.104, 6.437, 2.383)  -0.63
H (-3.981, 5.340, -2.299)  0.27
P (0.428, 2.098, -1.090)  0.11
H (5.220, -4.181, -1.872)  0.33
O (-4.112, 2.408, 8.202)  -0.32
H (0.124, 4.570, 6.703)  0.34
H (0.274, 2.838, 1.277)  0.25
C (-2.605, -4.600, -1.121)  0.09
C (2.681, -3.118, -2.347)  0.27
H (-5.049, 0.648, 8.640)  0.22
C (1.056, 2.245, 0.710)  -0.85
C (9.210, -8.574, -5.089)  -0.61
H (2.059, 2.755, 0.770)  0.35
H (-0.112, 6.528, 1.937)  0.29
C (-4.897, 1.295, 7.777)  -0.62
O (-7.596, 5.425, -0.141)  -0.32
H (-2.623, -5.718, -1.078)  0.39
C (-0.279, 5.961, 4.503)  0.87
H (5.678, -5.813, -6.967)  0.28
O (-3.108, 4.279, 7.767)  -0.33
H (-5.872, 1.626, 7.416)  0.29
H (1.590, -3.146, -0.383)  0.42
O (9.005, -7.449, -5.942)  -0.32
O (-1.064, 6.762, 3.771)  -0.31
C (-2.806, -3.450, -1.458)  -0.81
H (-4.373, 0.726, 7.006)  0.28
H (2.396, 2.897, -1.577)  0.35
N (-0.342, -1.872, -1.412)  -0.34
C (3.888, -7.549, -2.274)  -0.56
H (-1.504, 5.432, 2.234)  0.26
C (6.494, -5.153, -6.669)  -0.58
H (10.219, -8.944, -5.266)  0.22
C (2.000, -5.725, -2.610)  -0.34
C (-3.844, 3.295, 7.235)  0.78
C (-2.745, 5.306, 6.843)  -0.49
O (-0.336, 6.376, 5.774)  -0.36
H (-3.884, 0.583, -2.022)  0.09
C (0.460, 5.609, 6.679)  -0.73
C (0.647, -0.871, -1.207)  0.57
H (-4.358, 3.831, -1.460)  0.06
H (0.927, -5.439, -2.806)  0.39
H (6.302, -4.724, -5.683)  0.25
C (4.471, -5.002, -2.077)  -0.32
O (0.367, 5.029, 4.090)  -0.56
C (7.795, -6.886, -5.831)  0.81
O (-5.736, 5.373, -1.254)  -0.32
H (9.127, -8.282, -4.040)  0.28
H (-9.343, 5.502, 0.913)  0.22
O (-6.964, 3.470, -1.104)  -0.55
C (-8.765, 4.770, 0.351)  -0.62
H (4.185, -8.640, -2.261)  0.36
P (-2.682, 1.253, -1.632)  0.30
C (-6.785, 4.638, -0.858)  0.78
O (2.716, -2.499, -3.393)  -0.55
C (-1.570, -1.234, -1.599)  0.35
O (7.738, -5.852, -6.680)  -0.31
H (5.926, -6.715, -1.802)  0.32
H (1.688, -7.943, -2.757)  0.33



# C7H9NS

C7H9NS in the gas phase at a distorted geometry (ωB97M-V/def2-TZVPD, OMol25).

E_HOMO (spin up / spin down) = -7.57 / -7.57 eV
spin multiplicity = 1
maximum force = 0.12704 hartree/bohr
SMILES = C[C@H]1c2ncsc2[C@@H]1C
relative energy (zero: lowest compared OMol25 entry of this formula, charge and spin) = 397.11 kJ/mol
net charge = 0

Last column: Mulliken charge in e.
Cartesian coordinates (Å):
C (-2.950, 0.821, 0.167)  -0.30
S (-2.654, -0.871, -0.314)  -0.30
N (-1.881, 1.451, 0.483)  -0.56
H (0.554, -2.959, 0.080)  0.47
H (1.860, 1.329, -1.562)  0.31
H (2.159, 1.992, 0.026)  0.32
H (2.040, -2.147, 0.589)  0.33
C (1.334, 1.581, -0.594)  -1.37
H (0.681, 2.383, -0.868)  0.35
C (0.947, -2.104, 0.473)  -1.61
H (0.537, -1.874, 1.415)  0.42
C (-1.062, -0.773, -0.414)  -0.25
H (1.199, 0.503, 1.211)  0.58
H (0.862, -1.078, -1.354)  0.29
C (0.650, 0.535, 0.319)  0.27
C (-0.792, 0.812, 0.410)  -0.03
H (-3.899, 1.238, 0.260)  0.49
C (0.416, -0.839, -0.327)  0.61



# C5H8N2S

C5H8N2S in the gas phase at a distorted geometry (ωB97M-V/def2-TZVPD, OMol25).

E_HOMO = -7.34 eV
spin multiplicity = 1
maximum force = 0.07539 hartree/bohr
SMILES = CNc1sccc1N
relative energy (zero: lowest compared OMol25 entry of this formula, charge and spin) = 197.45 kJ/mol
net charge = 0

Last column: Mulliken charge in e.
Cartesian coordinates (Å):
H (-2.899, -1.225, -0.758)  0.27
H (-2.912, -0.016, 0.616)  0.24
H (-0.057, 2.229, -1.082)  0.21
N (-0.392, 1.578, -0.325)  -0.61
C (-2.310, -0.535, -0.125)  -0.78
C (0.632, 0.576, 0.048)  0.49
N (-1.170, -1.157, 0.493)  -0.29
S (1.547, -1.807, 0.409)  -0.21
H (-1.712, 0.187, -0.624)  0.45
H (-0.851, 2.088, 0.455)  0.23
C (0.235, -0.766, 0.205)  0.08
H (-1.187, -2.078, 0.866)  0.18
H (2.560, 1.596, -0.230)  0.33
C (2.040, 0.640, -0.109)  -0.53
C (2.713, -0.565, 0.190)  -0.48
H (3.765, -0.744, -0.028)  0.40



# C16H13F11N3O8

3 unconnected molecules or ions with the total composition C16H13F11N3O8 at a distorted geometry (ωB97M-V/def2-TZVPD, OMol25).

E_HOMO = -12.60 eV
spin multiplicity = 1
maximum force = 0.09806 hartree/bohr
net charge = +1

Last column: Mulliken charge in e.
Cartesian coordinates (Å):
C (4.431, 1.341, -3.311)  0.59
N (2.585, 0.383, 2.086)  -0.64
C (4.516, -1.069, 0.982)  0.39
O (3.701, -3.162, -0.043)  -0.17
C (-2.039, 1.230, 1.233)  0.59
F (-1.966, -1.023, 3.198)  -0.21
F (-1.009, 3.187, 2.234)  -0.32
F (-3.298, -0.655, 0.365)  -0.22
C (3.305, -0.305, -4.263)  0.28
C (4.725, 0.091, -0.061)  -0.50
C (1.892, 2.509, 1.210)  -0.73
F (-0.132, 1.199, 2.911)  -0.27
O (3.587, 0.312, -3.020)  -0.17
H (-5.509, -1.092, 0.718)  -0.08
O (4.671, 2.248, -2.559)  -0.55
N (4.373, -3.340, 0.936)  0.17
C (4.540, -0.038, -5.062)  -0.47
F (-3.056, 1.436, 2.222)  -0.26
N (2.807, 1.293, 1.147)  0.56
C (-1.548, -1.350, 1.900)  0.63
C (-7.442, -0.780, 1.634)  0.28
H (-7.067, -1.186, 2.578)  0.32
O (-7.028, -2.329, 0.024)  -0.31
H (5.527, 0.030, -0.863)  0.42
O (5.287, -2.269, 0.956)  -0.20
F (-2.482, 1.999, 0.099)  -0.30
C (-6.567, -1.057, 0.453)  0.04
H (2.326, 3.336, 0.536)  0.30
C (3.760, 1.328, 0.082)  0.14
C (-1.963, -0.296, 0.765)  0.39
C (-0.668, 1.867, 1.752)  0.65
H (3.170, -1.595, 2.832)  0.39
H (0.103, 2.990, -0.036)  0.45
F (3.136, -1.630, -4.057)  -0.26
C (0.438, 2.104, 0.619)  -0.78
F (-0.154, -1.674, 1.890)  -0.19
H (0.607, 1.216, -0.076)  0.40
H (4.340, 0.016, -6.132)  0.29
C (-8.306, -2.457, 0.485)  0.63
O (-8.656, -1.415, 1.292)  -0.30
C (3.375, -0.782, 2.044)  -0.15
O (-9.027, -3.372, 0.218)  -0.49
F (-7.674, 0.549, 1.767)  -0.28
H (1.861, 2.921, 2.271)  0.43
H (2.393, 0.123, -4.688)  0.29
O (4.962, 1.223, -4.555)  -0.32
F (-1.146, -0.540, -0.363)  -0.21
F (-2.208, -2.577, 1.568)  -0.24
H (5.324, -0.780, -4.888)  0.29
H (-6.704, -0.330, -0.353)  0.23
H (3.905, 2.175, -0.678)  0.48



Repeat the fifth record exactly.
# C5H8N2S

C5H8N2S in the gas phase at a distorted geometry (ωB97M-V/def2-TZVPD, OMol25).

E_HOMO = -7.34 eV
spin multiplicity = 1
maximum force = 0.07539 hartree/bohr
SMILES = CNc1sccc1N
relative energy (zero: lowest compared OMol25 entry of this formula, charge and spin) = 197.45 kJ/mol
net charge = 0

Last column: Mulliken charge in e.
Cartesian coordinates (Å):
H (-2.899, -1.225, -0.758)  0.27
H (-2.912, -0.016, 0.616)  0.24
H (-0.057, 2.229, -1.082)  0.21
N (-0.392, 1.578, -0.325)  -0.61
C (-2.310, -0.535, -0.125)  -0.78
C (0.632, 0.576, 0.048)  0.49
N (-1.170, -1.157, 0.493)  -0.29
S (1.547, -1.807, 0.409)  -0.21
H (-1.712, 0.187, -0.624)  0.45
H (-0.851, 2.088, 0.455)  0.23
C (0.235, -0.766, 0.205)  0.08
H (-1.187, -2.078, 0.866)  0.18
H (2.560, 1.596, -0.230)  0.33
C (2.040, 0.640, -0.109)  -0.53
C (2.713, -0.565, 0.190)  -0.48
H (3.765, -0.744, -0.028)  0.40